1.
Here is a 2-piece molecular cluster, C7H18N6OS overall at a distorted geometry from OMol25. Energies are from ωB97M-V/def2-TZVPD.

The geometry in XYZ format:
```
33
Properties=species:S:1:pos:R:3
C -1.062 1.453 0.521
C -2.171 2.288 -0.273
C 3.921 0.866 0.756
C -0.979 -2.865 0.192
C -1.499 0.032 0.447
C -0.578 -0.759 -0.568
C 2.571 0.081 -0.845
N -3.376 1.455 -0.236
N 2.978 1.909 0.347
N -2.914 0.142 -0.114
N 0.633 -0.952 0.158
N 3.551 -0.290 -0.068
N -1.125 -2.097 -0.921
O 2.166 1.283 -0.601
S 0.766 -2.409 0.777
H -0.084 1.568 0.059
H -1.147 1.712 1.518
H -2.327 3.308 0.030
H -1.819 2.502 -1.313
H 4.967 1.238 0.562
H 3.752 0.550 1.772
H -1.577 -2.644 1.072
H -1.235 -3.857 0.080
H -1.482 -0.472 1.345
H -0.403 -0.287 -1.461
H 2.187 -0.331 -1.745
H -4.047 1.774 0.561
H 2.306 2.212 0.981
H -2.795 -0.309 -1.086
H 4.238 -1.035 -0.132
H 1.384 -3.052 -0.257
H -1.028 -2.515 -1.854
H -3.774 -0.497 0.299
```

Results
- calculated total energy (eV) = -29348.06065
- orbital gap (alpha / beta) (eV) = 4.7312 / 7.0023
- LUMO (alpha / beta) (eV) = -6.233 / -9.286
- ⟨S²⟩ = 2.0077
- highest occupied orbital energy (alpha / beta) (Ha) = -0.403 / -0.599
- multiplicity = 3
- total charge = +2

2.
Here is an isolated ion of composition C7H18NOSi and charge -1 at a distorted geometry from OMol25. Energies are from ωB97M-V/def2-TZVPD.

The geometry in XYZ format:
```
28
Properties=species:S:1:pos:R:3
C -0.013 2.202 -1.239
C -1.682 0.988 -2.668
C -2.196 1.453 -0.267
C 0.963 -0.010 3.017
C 2.838 -1.142 0.839
C 0.441 -2.785 1.735
C -1.066 1.042 -1.262
N -0.512 -0.239 -1.034
O 0.023 -0.189 0.377
Si 0.987 -0.975 1.358
H -0.455 3.151 -1.551
H 0.382 2.305 -0.232
H 0.808 1.953 -1.907
H -2.481 0.252 -2.689
H -0.926 0.694 -3.391
H -2.085 1.963 -2.945
H -2.979 0.697 -0.270
H -1.793 1.518 0.741
H -2.630 2.417 -0.541
H 0.768 1.045 2.853
H 0.193 -0.386 3.684
H 1.916 -0.096 3.534
H 3.352 -1.951 1.354
H 2.911 -1.340 -0.226
H 3.393 -0.227 1.034
H 0.175 -3.280 0.805
H 1.213 -3.380 2.219
H -0.440 -2.806 2.372
```

Results
- calculated total energy (eV) = -18966.19816
- orbital gap (eV) = 5.4021
- LUMO (eV) = 3.677
- highest occupied orbital energy (Ha) = -0.063
- relative energy (zero: lowest compared OMol25 entry of this formula, charge and spin) (kcal/mol) = 15.5
- total charge = -1

3.
Here is an isolated ion of composition C7H18NSi and charge +1 at a distorted geometry from OMol25. Energies are from ωB97M-V/def2-TZVPD.

The geometry in XYZ format:
```
27
Properties=species:S:1:pos:R:3
C 0.314 -0.409 -1.718
C -0.007 1.060 -1.795
C 0.901 -0.692 1.425
C -1.574 1.507 -1.820
C 0.281 -0.042 2.623
C 2.283 -0.875 1.516
C -1.983 -1.202 0.202
N 0.602 1.821 -0.714
Si -0.103 -1.329 -0.160
H -0.143 -0.847 -2.627
H 1.370 -0.529 -2.013
H 0.468 1.456 -2.683
H -1.692 2.524 -2.083
H -1.777 1.300 -0.805
H -1.996 0.988 -2.592
H 0.300 -1.062 3.108
H -0.866 0.341 2.611
H 0.958 0.606 3.090
H 2.747 -0.070 2.202
H 2.778 -0.865 0.536
H 2.599 -1.934 1.920
H -2.269 -2.183 -0.194
H -2.013 -1.102 1.269
H -2.505 -0.377 -0.248
H 0.903 2.715 -1.023
H 0.149 1.847 0.157
H 0.277 -2.648 -0.183
```

Results
- calculated total energy (eV) = -16909.09148
- orbital gap (eV) = 6.5676
- LUMO (eV) = -5.891
- highest occupied orbital energy (Ha) = -0.458
- relative energy (zero: lowest compared OMol25 entry of this formula, charge and spin) (kcal/mol) = 91.9
- total charge = +1

4.
Here is a 2-piece molecular cluster, C7H18O2 overall from OMol25. Energies are from ωB97M-V/def2-TZVPD.

The geometry in XYZ format:
```
27
Properties=species:S:1:pos:R:3
C 0.087 1.099 -0.298
C -0.871 0.499 0.791
C -0.244 2.595 -0.427
C 1.573 0.973 0.078
C -0.322 -0.578 1.746
C -2.182 0.013 0.165
O -0.124 0.590 -1.600
H 0.009 -0.369 -1.630
H -1.117 1.352 1.432
H 1.764 1.426 1.048
H 1.899 -0.064 0.098
H 0.015 3.131 0.481
H -1.302 2.725 -0.634
H 0.316 3.012 -1.261
H 2.166 1.495 -0.670
H -2.604 0.784 -0.476
H -0.466 -1.596 1.387
H 0.727 -0.431 1.981
H -0.874 -0.516 2.684
H -2.042 -0.878 -0.439
H -2.903 -0.218 0.950
C 1.378 -2.683 -1.012
O 0.063 -2.188 -1.087
H -0.123 -1.693 -0.282
H 1.604 -3.082 -0.019
H 1.460 -3.489 -1.742
H 2.113 -1.907 -1.264
```

Results
- calculated total energy (eV) = -11645.56215
- orbital gap (eV) = 10.7224
- LUMO (eV) = 0.837
- highest occupied orbital energy (Ha) = -0.363
- relative energy (zero: lowest compared OMol25 entry of this formula, charge and spin) (kcal/mol) = 0.0
- total charge = 0

5.
Here is a 3-piece molecular cluster, C7H18O3 overall at a distorted geometry from OMol25. Energies are from ωB97M-V/def2-TZVPD.

The geometry in XYZ format:
```
28
Properties=species:S:1:pos:R:3
C 0.300 0.349 -2.728
O -0.758 -0.255 -3.507
C 0.053 -0.153 -1.271
C -1.090 0.203 -0.410
C -0.771 1.428 0.495
C 0.740 1.912 2.260
C -0.329 1.216 1.879
C -1.093 0.305 2.774
H 1.280 0.084 -3.074
H 0.285 1.439 -2.710
H -1.531 0.254 -3.215
H -0.165 -1.242 -1.494
H 0.994 -0.095 -0.739
H -1.986 0.416 -1.035
H -1.495 -0.601 0.266
H -0.218 2.163 -0.135
H -1.638 2.139 0.513
H 1.314 2.660 1.733
H 1.029 2.003 3.339
H -2.060 0.691 3.129
H -1.369 -0.578 2.207
H -0.436 0.111 3.643
H 0.374 -3.491 0.281
H -0.748 -3.280 1.362
O -0.545 -3.226 0.423
H 2.475 0.115 0.073
H 3.459 -1.093 -0.354
O 2.970 -0.659 0.342
```

Results
- calculated total energy (eV) = -13691.27418
- orbital gap (eV) = 9.8093
- LUMO (eV) = 0.646
- highest occupied orbital energy (Ha) = -0.337
- relative energy (zero: lowest compared OMol25 entry of this formula, charge and spin) (kcal/mol) = 39.8
- total charge = 0

6.
Here is C7H18O3Si in the gas phase at a distorted geometry from OMol25. Energies are from ωB97M-V/def2-TZVPD.

The geometry in XYZ format:
```
29
Properties=species:S:1:pos:R:3
O 1.132 0.559 1.071
O 1.367 -1.221 -0.911
O -1.115 -0.192 -0.253
C 0.821 0.101 3.430
C -0.249 -2.127 -2.577
C -1.985 1.454 1.366
C 1.380 -0.368 2.089
C 1.079 -1.606 -2.206
C -2.090 0.779 -0.059
C 0.774 1.501 -1.601
Si 0.519 0.084 -0.348
H 0.988 -0.667 4.161
H -0.156 0.503 3.359
H 1.479 0.957 3.682
H -0.154 -2.764 -3.443
H -0.658 -2.778 -1.862
H -0.981 -1.320 -2.785
H -2.434 2.501 1.373
H -2.513 0.804 2.062
H -0.920 1.449 1.683
H 0.873 -1.256 1.653
H 2.470 -0.499 2.104
H 1.827 -2.263 -2.532
H 1.294 -0.685 -2.757
H -1.855 1.509 -0.841
H -3.117 0.322 -0.313
H 0.289 1.097 -2.513
H 1.768 1.843 -2.002
H 0.166 2.281 -1.032
```

Results
- calculated total energy (eV) = -21573.32480
- orbital gap (eV) = 10.9235
- LUMO (eV) = 0.973
- highest occupied orbital energy (Ha) = -0.366
- relative energy (zero: lowest compared OMol25 entry of this formula, charge and spin) (kcal/mol) = 25.8
- total charge = 0

Question: calculated total energy of number 3 (C7H18NSi)?
Answer: -16909.09148 eV

Question: Which value of total charge does entry 2 give?
Answer: -1

Repeat the fourth record exactly.
Here is a 2-piece molecular cluster, C7H18O2 overall from OMol25. Energies are from ωB97M-V/def2-TZVPD.

The geometry in XYZ format:
```
27
Properties=species:S:1:pos:R:3
C 0.087 1.099 -0.298
C -0.871 0.499 0.791
C -0.244 2.595 -0.427
C 1.573 0.973 0.078
C -0.322 -0.578 1.746
C -2.182 0.013 0.165
O -0.124 0.590 -1.600
H 0.009 -0.369 -1.630
H -1.117 1.352 1.432
H 1.764 1.426 1.048
H 1.899 -0.064 0.098
H 0.015 3.131 0.481
H -1.302 2.725 -0.634
H 0.316 3.012 -1.261
H 2.166 1.495 -0.670
H -2.604 0.784 -0.476
H -0.466 -1.596 1.387
H 0.727 -0.431 1.981
H -0.874 -0.516 2.684
H -2.042 -0.878 -0.439
H -2.903 -0.218 0.950
C 1.378 -2.683 -1.012
O 0.063 -2.188 -1.087
H -0.123 -1.693 -0.282
H 1.604 -3.082 -0.019
H 1.460 -3.489 -1.742
H 2.113 -1.907 -1.264
```

Results
- calculated total energy (eV) = -11645.56215
- orbital gap (eV) = 10.7224
- LUMO (eV) = 0.837
- highest occupied orbital energy (Ha) = -0.363
- relative energy (zero: lowest compared OMol25 entry of this formula, charge and spin) (kcal/mol) = 0.0
- total charge = 0